Record 1
Entry from OMol25: a cluster of 2 separate species, C17H31NO5 in total at a distorted geometry (the ωB97M-V functional and the def2-TZVPD basis).

XYZ file:
```
54
Properties=species:S:1:pos:R:3:forces:R:3
C -7.626537 -1.120340 0.251760 1.808 -2.271 -3.977
C -6.095553 -1.258736 0.678531 -5.007 9.947 2.472
C -5.243446 0.060924 0.297922 -4.098 -3.784 2.160
C -3.918049 -0.183118 0.823941 1.965 -3.020 2.018
C -3.076797 0.871820 0.318476 -2.695 6.034 11.641
C -2.712157 0.973966 -0.946871 4.522 4.027 -4.078
C -1.313010 0.444314 -1.039860 2.943 8.322 -4.704
C -1.065763 -0.893960 -1.026871 1.801 -3.907 7.062
C 0.314374 -1.373281 -1.318583 -0.157 -1.853 1.560
H 0.483721 -2.527496 -1.103263 -0.528 2.442 -1.109
H 0.594023 -0.924210 -2.225336 0.353 -0.506 -2.081
O 1.204332 -0.729852 -0.413077 -2.686 -4.297 2.438
C 2.094141 -0.009811 -0.849769 3.460 7.428 1.978
O 2.126530 0.675249 -1.830369 -0.359 -0.722 -3.579
C 2.961129 0.670026 0.265893 0.375 -0.462 5.558
N 4.150312 -0.084534 0.624670 2.911 2.829 -4.355
C 4.988542 -0.364752 -0.697465 -0.651 6.194 0.955
H 5.034014 0.717587 -1.142522 -0.429 -1.749 0.354
C 6.434367 -0.678398 -0.493494 -2.504 -3.389 2.996
O 6.191649 -1.987446 0.328445 5.229 0.977 -8.896
C 5.429173 -1.919423 1.307705 -1.929 15.082 4.941
C 3.959494 -1.258702 1.285175 4.812 -4.235 -6.216
H 3.539533 -1.122112 2.131199 -2.649 0.483 6.191
H 3.456603 -2.011223 0.668484 -1.010 -0.237 -0.033
H 5.411273 -2.746854 1.582940 -1.131 -13.239 5.592
H 6.082312 -1.225386 2.090662 -1.837 -1.264 -0.391
H 6.908637 -1.143139 -1.346772 0.506 0.829 -0.174
H 6.913634 0.079834 0.184566 -0.051 -0.813 -0.961
H 4.356105 -0.912364 -1.340601 -0.047 -1.352 -0.932
H 2.463774 0.507996 1.405982 0.149 0.848 -3.271
C 3.237960 2.289492 0.128831 2.103 -3.986 -2.496
C 1.939350 2.946895 0.299546 1.708 -2.606 1.554
O 0.934301 2.554831 0.756690 -3.792 -2.876 0.659
O 2.147865 4.154609 0.233049 -0.199 9.206 -1.310
H 1.313106 4.708280 0.402908 1.493 -1.337 -0.187
H 4.059246 2.733298 0.879412 -1.972 -1.343 -1.795
H 3.557620 2.376404 -1.024101 -0.434 0.352 2.699
H -1.242363 -1.086165 0.417261 0.452 -0.353 -3.926
H -1.761899 -1.458099 -1.486533 -2.395 -2.127 -1.528
H -1.050757 0.883278 -2.149633 0.088 -1.188 1.827
H -0.474918 1.077610 -0.409313 -2.606 -1.427 -1.142
H -3.473813 0.523848 -1.359320 -3.130 -3.153 -4.081
H -2.812717 2.039285 -1.351212 0.669 -1.314 0.537
H -3.717957 1.816457 0.714433 0.855 -1.207 -1.273
H -2.318659 1.130042 1.032521 1.343 -0.511 0.340
H -3.373051 -1.135017 0.455539 -1.678 0.700 0.354
H -3.927681 -0.340078 1.982723 0.162 0.733 -1.967
H -5.256845 -0.058070 -0.722089 0.036 0.691 -2.729
H -5.839011 0.957637 0.642623 1.130 -0.823 -0.279
H -5.920336 -2.078301 0.305571 3.382 -8.284 -3.851
H -6.238301 -1.323380 1.719536 0.685 -0.264 1.607
H -7.660240 -0.973160 -0.967466 0.044 -0.911 2.651
H -7.972223 -0.183909 0.497638 -1.500 1.734 1.486
H -8.195063 -2.082370 0.529862 0.491 1.952 -0.309
```
Positions in Å, forces in eV/Å.

Values from the calculation:
* relative energy (zero: lowest compared OMol25 entry of this formula, charge and spin): 15.160 eV
* max |F|: 16.0 eV/Å
* HOMO: -8.321 eV

Computed Löwdin charges, given in elementary charges: -0.1082 -0.2039 -0.1906 -0.2714 -0.3882 -0.2595 -0.2661 -0.2173 -0.1201 0.1837 0.1057 0.0463 -0.5645 0.1174 -0.1717 -0.1443 -0.1140 0.1429 -0.0333 -0.1086 -0.3124 -0.1654 0.0617 0.1308 0.0095 0.1728 0.1234 0.1421 0.1045 0.2074 -0.0111 -0.7277 0.1315 0.1530 0.1945 0.1830 0.1581 0.2364 0.0877 0.1744 0.1693 0.0678 0.1673 0.1672 0.1194 0.1327 0.1633 0.0800 0.1480 -0.0012 0.0860 0.1135 0.0074 0.0911

=====

Record 2
Entry from OMol25: a structure of composition C17H32AlKN2O5 at a distorted geometry (the ωB97M-V functional and the def2-TZVPD basis).

XYZ file:
```
58
Properties=species:S:1:pos:R:3:forces:R:3
C 0.211770 5.022678 1.328498 0.321 -0.335 -0.215
C 1.190522 3.847168 1.406246 0.060 0.070 0.293
N 1.432446 3.291119 2.541358 0.008 0.090 -0.302
C 1.823193 3.413238 0.149339 -0.373 -0.097 -0.131
Al 1.335317 1.493783 -0.410942 0.495 0.369 0.153
C -0.657008 1.492616 -0.808016 0.161 -0.038 -0.271
C -1.141504 0.273646 -1.616675 -0.109 0.498 0.334
C -2.622205 -0.077071 -1.440609 0.126 -0.514 -0.143
C -3.033989 -0.030051 0.022271 -0.545 -0.312 -0.926
N -4.269909 -0.878953 0.297316 -0.209 0.053 0.891
C -5.283766 -0.095676 1.018162 0.420 0.086 -0.229
C -3.870846 -1.993553 1.048170 0.381 0.435 -0.024
C -3.242625 -3.111357 0.273455 0.101 0.060 0.097
O -4.018070 -2.023574 2.268656 -0.676 -0.638 -0.356
C 1.805650 0.246666 1.098588 -0.391 -0.317 -0.331
C 1.320128 -1.196504 0.993475 0.241 0.406 0.493
O 2.276396 -2.074724 0.334406 -0.553 -0.479 0.012
C 3.057182 -2.815628 1.132064 0.484 0.342 0.513
C 3.516236 -4.081508 0.453759 0.185 0.435 -0.254
O 3.362354 -2.523637 2.266627 -0.457 -0.250 -0.483
C 2.329320 1.137350 -2.141782 -0.404 -0.141 0.362
C 2.728298 -0.331278 -2.387519 0.065 0.444 -0.656
C 4.140971 -0.615970 -1.947925 0.199 0.260 0.746
O 4.722455 -0.070936 -1.048839 -0.191 -0.190 -0.554
O 4.806638 -1.553187 -2.694414 0.028 -0.369 0.306
H 0.617039 5.829499 1.938762 -0.159 0.055 0.121
H -0.766406 4.716162 1.697158 -0.078 0.144 0.075
H 0.127389 5.394208 0.309960 -0.178 0.009 -0.022
H 0.892694 3.756653 3.271330 0.019 0.024 0.033
H 2.912640 3.433376 0.181194 0.047 -0.121 0.168
H 1.477735 4.043565 -0.672820 0.224 0.105 -0.076
H -1.196268 1.621741 0.135773 -0.020 -0.051 0.060
H -0.853800 2.395195 -1.399080 -0.084 0.088 0.084
H -0.559428 -0.614992 -1.351748 -0.011 -0.095 -0.089
H -0.956678 0.484901 -2.670224 0.113 -0.238 -0.069
H -2.792816 -1.096752 -1.804408 -0.029 -0.001 -0.031
H -3.276617 0.557478 -2.042661 0.012 0.180 0.114
H -2.226434 -0.374641 0.668660 0.094 0.184 0.083
H -3.311877 0.985684 0.287557 0.175 0.006 0.259
H -5.711431 0.611178 0.312412 -0.036 0.113 0.089
H -6.086015 -0.746832 1.369903 0.237 0.910 -0.789
H -4.872049 0.423595 1.886416 -0.068 0.108 0.029
H -3.704495 -3.212945 -0.704316 0.066 0.108 -0.064
H -2.184860 -2.869475 0.140563 0.049 -0.112 -0.067
H -3.328300 -4.047768 0.819794 0.158 0.048 0.125
H 1.337199 0.669816 1.993042 0.030 0.125 0.018
H 2.873775 0.218199 1.316157 0.069 0.070 0.022
H 1.116591 -1.626672 1.978821 0.113 -0.101 -0.007
H 0.403734 -1.295297 0.405142 0.034 -0.068 -0.138
H 4.567336 -4.241068 0.677078 -0.013 -0.134 0.100
H 2.919261 -4.904965 0.840557 0.030 -0.091 0.008
H 3.383150 -3.999687 -0.622321 -0.041 -0.110 -0.018
H 1.694653 1.462714 -2.973205 0.004 0.023 -0.052
H 3.217862 1.770244 -2.160629 0.092 -0.032 -0.076
H 2.694634 -0.551184 -3.461810 -0.029 -0.122 -0.017
H 2.048218 -1.040031 -1.910249 0.108 -0.100 0.157
H 4.157088 -2.126946 -3.115574 -0.013 0.171 -0.255
K -6.532477 -2.369613 2.523097 -0.281 -0.963 0.904
```
Positions in Å, forces in eV/Å.

Values from the calculation:
* max |F|: 1.4 eV/Å
* HOMO: -6.582 eV

Computed Löwdin charges, given in elementary charges: -0.0632 -0.5215 0.0866 -0.1687 0.3554 -0.2159 -0.2788 -0.1940 -0.1440 -0.1051 -0.0969 -0.5310 0.0302 -0.0499 -0.1702 -0.2342 -0.0418 -0.5462 0.0180 0.0985 -0.1982 -0.1967 -0.5232 0.1179 0.0736 0.0713 0.0655 0.0574 0.0244 0.0695 0.0447 0.0368 0.0546 0.0762 0.1048 0.0964 0.1133 0.1315 0.1194 0.1067 -0.0349 0.1060 0.0903 0.1037 0.0907 0.0450 0.0701 0.1077 0.0781 0.0868 0.0842 0.0734 0.0467 0.0553 0.1041 0.0946 0.0946 1.0307

=====

Record 3
Entry from OMol25: a cluster of 2 separate species, C17H32BNO3 in total at a distorted geometry (the ωB97M-V functional and the def2-TZVPD basis).

XYZ file:
```
54
Properties=species:S:1:pos:R:3:forces:R:3
O 6.482378 -0.300098 2.756500 -4.195 -1.697 -0.235
C 5.246489 -0.610833 2.770692 4.030 1.759 0.503
O 4.781049 -1.613086 1.883049 0.536 0.777 1.976
C 4.330073 0.192706 3.815286 -0.352 -0.044 -0.821
C 2.973279 0.789266 3.163349 0.359 -1.050 -0.479
B 1.665754 0.105281 3.954411 0.406 -0.654 -1.156
C 1.454431 -1.376945 3.230123 -0.481 -1.507 -0.693
C 2.228632 -2.591495 3.808011 -2.755 -0.885 -3.918
C 2.067222 -3.962820 3.103135 -1.560 3.544 -0.756
C 1.115650 -4.037339 1.886000 0.219 2.225 0.781
C 0.331254 -2.816980 1.303528 2.471 1.274 3.385
C 0.516723 -1.415977 1.995486 2.011 -4.569 0.976
H 5.471834 -2.324013 1.865003 -0.548 1.196 -0.123
H 4.919343 1.071001 4.245533 -0.275 -1.548 -0.816
H 4.135516 -0.529305 4.688366 0.006 1.008 -1.373
H 2.949382 0.383118 2.077038 0.002 0.974 1.468
H 2.931237 1.929324 3.135496 0.489 -1.448 0.113
H 1.862467 -0.048113 5.120161 0.370 -0.063 0.701
H 0.675212 0.764138 3.855411 -0.653 0.387 -0.345
H 2.895849 -2.419183 4.710250 -1.071 -0.392 -1.343
H 2.661365 -4.862116 3.502292 -1.214 1.362 -0.929
H 0.999154 -5.037780 1.357173 0.132 1.462 0.811
H -0.368670 -2.878622 0.408426 1.070 -0.373 1.239
H 0.004313 -0.460603 1.613085 0.870 -1.665 0.911
C -1.833268 3.452072 -2.190281 0.162 0.023 0.090
C -2.636456 2.374988 -2.902052 -0.159 -0.021 0.011
N -1.836720 1.113437 -3.258390 0.461 0.204 -1.186
C -1.059554 1.513819 -4.532680 -0.213 -0.337 0.646
C -2.764200 -0.011017 -3.727284 -0.134 -0.073 0.108
C -3.546301 -0.767577 -2.673362 -0.460 0.014 0.009
C -0.728183 0.651567 -2.272251 -0.326 -0.076 0.101
C -1.007845 0.086619 -0.867364 0.342 0.248 0.557
O -1.461432 1.004625 0.104922 -0.055 -0.106 -0.415
C -2.863839 1.120369 0.236826 0.073 0.166 0.232
H -1.156736 3.962398 -2.880212 -0.050 -0.052 0.059
H -2.509148 4.211117 -1.788228 -0.034 -0.141 -0.135
H -1.245344 3.080392 -1.351519 -0.169 -0.078 0.047
H -3.011041 2.791745 -3.843405 0.201 -0.313 -0.024
H -3.540336 2.079120 -2.375651 0.281 -0.165 0.257
H -1.777370 1.836329 -5.286566 0.087 -0.058 0.110
H -0.506906 0.643003 -4.887854 -0.034 0.158 0.082
H -0.374900 2.321307 -4.278588 -0.080 -0.083 -0.048
H -2.147058 -0.727417 -4.276070 0.092 0.254 0.024
H -3.469336 0.441830 -4.436431 0.327 0.079 0.114
H -2.928764 -1.394536 -2.052722 0.201 0.011 0.216
H -4.221352 -1.471554 -3.172825 0.057 0.291 -0.164
H -4.169955 -0.121202 -2.051410 0.146 -0.069 -0.012
H -0.051541 1.502572 -2.168753 -0.176 -0.073 -0.052
H -0.186149 -0.127265 -2.818593 -0.154 0.079 -0.004
H -0.013118 -0.212849 -0.504890 -0.007 0.120 -0.271
H -1.564785 -0.848615 -0.838363 -0.267 0.150 -0.158
H -3.369474 0.153297 0.289400 0.110 -0.073 0.056
H -3.266746 1.700678 -0.582142 -0.316 0.050 -0.226
H -3.082083 1.691220 1.138935 0.227 -0.201 0.098
```
Positions in Å, forces in eV/Å.

Values from the calculation:
* max |F|: 5.1 eV/Å
* HOMO: -6.228 eV

Computed Löwdin charges, given in elementary charges: -0.0166 -0.3864 0.0190 -0.1267 -0.2034 -0.5298 -0.1556 -0.0463 -0.0932 -0.1293 -0.1021 -0.0509 0.1216 0.1136 0.0993 0.0838 0.0760 0.0313 0.0199 0.0859 0.0780 0.0577 0.0427 0.0692 -0.0498 -0.1675 -0.2298 0.0112 -0.1571 -0.0543 -0.0452 -0.1953 -0.1675 -0.0795 0.0847 0.1004 0.0784 0.1263 0.1026 0.1072 0.1076 0.1048 0.1323 0.1352 0.0640 0.0987 0.0792 0.1327 0.1410 0.1275 0.1040 0.0986 0.0445 0.1070

=====

Record 4
Entry from OMol25: a cluster of 3 separate species, C17H32Br2F3N4O4PS in total at a distorted geometry (the ωB97M-V functional and the def2-TZVPD basis).

XYZ file:
```
64
Properties=species:S:1:pos:R:3:forces:R:3
C 5.159038 -3.731228 0.617116 -0.060 0.085 0.147
C 5.203089 -2.372675 -0.324992 1.503 -0.735 0.219
N 4.381996 -1.257691 0.312336 0.109 0.386 -0.489
C 3.486039 -0.563637 -0.689501 -0.475 0.175 -1.472
C 2.825205 0.897391 -0.215806 2.640 5.167 2.160
O 3.503000 1.983874 0.240807 -4.858 -7.562 -3.308
O 1.327666 0.878795 -0.304495 3.630 -1.604 0.648
C 0.992782 -0.571424 -0.111724 -0.376 -0.685 -0.815
C -0.637025 -0.878995 -0.326980 -0.063 1.349 0.497
C -1.071121 -2.359601 0.225943 -0.155 1.157 0.717
C -2.209929 -3.131544 -0.665022 -0.642 -0.808 2.169
F -3.601813 -2.671312 -0.309126 3.860 -0.891 -1.197
Br -1.857729 -3.152922 -2.643143 -1.443 2.106 1.204
C -2.153737 -4.732469 -0.183496 -0.917 -0.908 0.504
F -1.637792 -4.871231 1.214233 -1.881 0.285 -4.289
F -3.461533 -5.419696 -0.290367 4.083 2.251 0.689
Br -0.887877 -5.612063 -1.520072 -0.540 -1.193 2.649
P 1.262342 -0.779101 1.795261 0.271 0.392 1.197
S 0.214045 0.515356 2.852209 -0.002 -0.607 -0.460
C 2.062761 -1.266118 -1.140604 -0.745 -0.298 0.007
C 2.010306 -2.879160 -1.428549 -0.597 0.187 0.167
N 2.677768 -3.132409 -2.795241 -1.343 1.484 0.657
H 5.209923 -3.349390 1.735622 0.047 -0.943 -2.310
H 4.174053 -4.358252 0.508492 1.786 1.383 0.097
H 6.052365 -4.482882 0.384350 -1.839 1.850 0.489
H 6.344471 -2.029233 -0.330213 -2.369 -0.726 -0.093
H 4.931390 -2.581762 -1.450705 0.264 0.356 2.328
H 5.076968 -0.577972 0.745479 -1.578 -0.872 -0.955
H 4.166596 -0.509786 -1.646934 -1.630 0.876 1.451
H -1.178185 -0.082786 0.379285 1.294 -1.730 -1.632
H -0.987929 -0.627949 -1.414647 0.870 -0.629 2.013
H -1.551285 -2.193319 1.306205 0.910 -0.563 -2.399
H -0.088004 -2.971548 0.408972 -2.266 0.587 -0.756
H 2.659547 -0.542703 2.182257 -1.050 -0.635 -0.947
H 0.997719 -2.163622 2.207194 0.455 0.968 -0.718
H 1.749538 -0.827461 -2.204184 0.756 -0.547 2.344
H 0.891760 -3.233920 -1.559957 2.267 0.903 0.463
H 2.469818 -3.533450 -0.571585 -0.645 1.382 -1.695
H 1.868320 -3.011878 -3.474485 1.578 -0.172 0.871
H 3.298168 -2.295362 -2.956604 -0.785 -1.284 -0.049
C -2.888594 4.912077 2.690123 0.682 0.625 -0.157
O -3.704246 5.822784 2.754042 0.697 -0.459 -0.117
N -1.539919 5.062593 2.446646 -1.447 -0.357 0.262
C -0.638606 3.930996 2.386372 -0.010 0.194 -0.025
C -1.006004 6.393409 2.244389 -0.296 0.141 0.048
H -3.187776 3.860130 2.828954 0.143 -0.039 -0.014
H 0.130448 4.050658 3.154851 0.053 -0.233 -0.125
H -0.170416 3.904465 1.398272 0.113 -0.225 0.130
H -1.172872 2.992312 2.556031 0.060 0.222 -0.037
H -1.208068 6.997062 3.134128 0.088 0.108 -0.180
H -1.507376 6.851637 1.386721 0.140 0.136 0.118
H 0.071665 6.353964 2.063096 -0.231 -0.117 0.047
C -2.965487 1.632071 -2.622978 -0.455 0.013 0.882
O -2.047556 0.823254 -2.578459 -0.580 0.397 0.136
N -3.822920 1.925985 -1.584092 0.918 -0.212 -1.363
C -4.887227 2.898602 -1.717417 0.052 -0.078 0.154
C -3.655632 1.241419 -0.319012 0.230 -0.172 -0.068
H -3.181295 2.208594 -3.537541 -0.068 0.021 0.102
H -4.734721 3.692329 -0.980489 -0.196 0.046 -0.114
H -5.844242 2.402823 -1.531485 -0.040 0.217 -0.040
H -4.897968 3.336009 -2.719371 0.069 -0.123 0.149
H -2.652861 1.446937 0.067089 -0.137 -0.063 0.129
H -3.756577 0.164155 -0.481037 0.032 0.032 0.203
H -4.404465 1.576870 0.403841 0.122 -0.008 -0.224
```
Positions in Å, forces in eV/Å.

Values from the calculation:
* max |F|: 9.6 eV/Å
* HOMO: -8.834 eV

Computed Löwdin charges, given in elementary charges: -0.1205 -0.2578 -0.0820 -0.1938 -0.1833 -0.0087 -0.0896 -0.4725 -0.1497 -0.1816 -0.6089 -0.0827 0.6880 -0.5747 -0.0564 -0.0466 0.6478 0.4436 0.1506 -0.1700 -0.2199 -0.0317 0.0838 0.0582 0.0877 0.1269 0.1075 0.1358 0.1543 0.0849 0.0829 0.1495 0.0963 0.0046 0.0030 0.1741 0.0481 0.1063 0.0809 0.0509 -0.3335 -0.0044 -0.2087 -0.0923 -0.0531 0.1269 0.0902 0.0924 0.0274 0.0922 0.0910 0.0882 -0.3019 -0.0166 -0.1964 -0.0588 -0.0381 0.1322 0.0911 0.0913 0.0857 0.0791 0.0864 0.0941

=====

> The lowest HOMO belongs to which entry?

C17H32Br2F3N4O4PS